{
  "formula": "C22H27F3N2O4",
  "method": "ωB97M-V with the def2-TZVPD basis set",
  "elements": ["C", "C", "O", "C", "C", "C", "C", "N", "C", "C", "C", "C", "O", "C", "C", "C", "O", "C", "C", "O", "N", "C", "C", "C", "C", "C", "C", "F", "F", "F", "C", "H", "H", "H", "H", "H", "H", "H", "H", "H", "H", "H", "H", "H", "H", "H", "H", "H", "H", "H", "H", "H", "H", "H", "H", "H", "H", "H"],
  "coordinates": [[-0.56303, -1.60527, -2.47491], [0.31599, -2.80718, -2.14437], [0.48851, -3.00806, -0.75529], [1.29242, -2.17163, -0.02585], [2.12030, -1.20805, -0.58508], [2.91481, -0.37579, 0.19319], [3.65406, 0.75442, -0.46918], [2.69034, 1.72495, -0.97392], [1.88835, 2.37952, 0.05483], [1.82911, 3.89575, -0.15449], [3.14891, 4.58527, 0.17500], [0.46959, 1.77132, 0.04026], [-0.19340, 1.89319, 1.27612], [2.91677, -0.54175, 1.56680], [2.10687, -1.50047, 2.14278], [1.27494, -2.30446, 1.37482], [0.47125, -3.14074, 2.11733], [-0.37079, -4.08892, 1.51062], [-1.56167, -3.51495, 0.73808], [-2.22246, -4.20842, 0.00022], [-1.79996, -2.20385, 1.01823], [-2.76111, -1.36152, 0.46919], [-3.77945, -1.82562, -0.36349], [-4.70664, -0.94161, -0.88288], [-4.64646, 0.40872, -0.58544], [-3.63386, 0.86525, 0.24819], [-3.53104, 2.32765, 0.56848], [-2.62581, 2.96334, -0.20911], [-3.15199, 2.56801, 1.83401], [-4.68569, 2.98877, 0.39181], [-2.69025, -0.00295, 0.77425], [-1.54691, -1.73355, -2.03061], [-0.13026, -0.68135, -2.09828], [-0.67367, -1.52718, -3.55289], [1.28867, -2.73530, -2.64586], [-0.17791, -3.72500, -2.47467], [2.13889, -1.06122, -1.65237], [4.36364, 1.19808, 0.25036], [4.22099, 0.38322, -1.32786], [3.16706, 2.41523, -1.54203], [2.30959, 2.17652, 1.05205], [1.04635, 4.31415, 0.48271], [1.55089, 4.09410, -1.19255], [3.96157, 4.19369, -0.43419], [3.40547, 4.43430, 1.22174], [3.07449, 5.65432, -0.00948], [0.54933, 0.69945, -0.14136], [-0.12083, 2.22178, -0.76756], [-0.35860, 2.82576, 1.45383], [3.53611, 0.08104, 2.19406], [2.07722, -1.63356, 3.21251], [0.17473, -4.76344, 0.84377], [-0.77119, -4.67959, 2.34275], [-1.15179, -1.75725, 1.65658], [-3.83149, -2.87583, -0.59873], [-5.48903, -1.31145, -1.52713], [-5.37296, 1.09734, -0.98667], [-1.89893, 0.38086, 1.40170]],
  "de_lowest_kcal_mol": 0.0,
  "fmax_ev_per_a": 0.69,
  "spin_multiplicity": 1,
  "charge": 0,
  "homo_energy_ev": -8.4,
  "orbital_gap_ev": 9.128,
  "lumo_energy_ha": 0.028
}